Entry 1:
{"formula": "C38H69FO16", "method": "ωB97M-V with the def2-TZVPD basis set", "fmax_ev_per_a": 4.1, "homo_lumo_gap_ev": 9.6834, "e_homo_ha": -0.3352, "energy_ha": -2793.04978, "elements": ["C", "C", "O", "C", "C", "O", "H", "H", "H", "H", "H", "H", "H", "H", "C", "C", "O", "C", "C", "O", "H", "H", "H", "H", "H", "H", "H", "H", "C", "C", "O", "C", "C", "O", "H", "H", "H", "H", "H", "H", "H", "H", "C", "C", "O", "C", "C", "O", "H", "H", "H", "H", "H", "H", "H", "H", "C", "C", "O", "C", "C", "O", "H", "H", "H", "H", "H", "H", "H", "H", "C", "C", "O", "C", "C", "O", "H", "H", "H", "H", "H", "H", "H", "H", "C", "C", "O", "C", "C", "O", "H", "H", "H", "H", "H", "H", "H", "H", "C", "C", "O", "C", "C", "O", "H", "H", "H", "H", "H", "H", "H", "H", "F", "C", "C", "C", "C", "C", "C", "H", "H", "H", "H", "H"], "coordinates": [[14.7512, 11.0090, 19.0116], [13.3011, 11.4773, 18.8731], [13.2589, 12.8867, 19.1117], [12.0351, 13.3414, 19.3609], [12.0979, 14.8825, 19.5786], [11.0751, 12.6536, 19.5034], [15.1317, 11.3827, 19.9819], [15.3366, 11.3836, 18.1921], [14.7365, 9.9873, 18.9131], [12.8675, 11.3282, 17.8795], [12.6541, 10.9973, 19.6323], [12.8880, 15.0673, 20.2678], [11.1866, 15.2420, 20.0042], [12.2928, 15.3963, 18.6615], [11.1806, 9.1301, 16.8490], [12.6612, 8.6514, 16.7337], [12.6971, 7.2794, 17.0981], [13.8706, 6.6055, 16.9274], [13.7296, 5.1628, 17.0735], [14.8825, 7.1593, 16.6574], [10.5708, 8.6486, 16.1663], [11.2424, 10.2439, 16.7655], [10.8900, 8.9311, 17.9016], [13.1201, 8.6920, 15.7256], [13.2844, 9.2264, 17.4506], [12.9271, 4.8942, 17.8305], [14.7254, 4.7787, 17.2205], [13.2188, 4.9457, 16.0743], [12.5560, 18.5231, 16.0084], [11.3799, 17.7884, 16.7125], [11.5291, 16.3743, 16.3670], [10.4510, 15.6120, 16.5714], [10.6778, 14.1894, 16.2004], [9.4554, 16.0804, 17.0119], [13.5585, 18.3340, 16.4095], [12.3135, 19.6377, 15.9063], [12.5602, 18.1293, 15.0195], [11.4653, 17.8053, 17.7893], [10.3882, 18.1094, 16.3688], [10.8443, 13.9927, 15.1530], [9.8436, 13.6302, 16.4805], [11.6237, 13.7390, 16.6611], [18.0158, 13.2647, 15.0436], [18.2287, 11.8803, 14.4570], [18.3217, 10.9049, 15.5171], [17.2055, 10.4017, 15.9890], [17.3295, 9.3035, 17.0358], [16.1398, 10.9198, 15.7056], [17.0011, 13.4006, 15.3674], [18.2857, 14.0491, 14.2973], [18.6606, 13.3295, 15.9533], [17.3859, 11.5655, 13.8899], [19.1491, 11.7575, 13.9023], [16.3962, 8.7474, 17.1412], [17.4962, 9.7333, 18.0259], [18.1359, 8.5486, 16.8055], [14.1884, 11.5930, 9.9707], [15.0860, 11.8145, 11.1406], [15.9226, 10.7409, 11.5699], [15.3519, 9.6966, 12.1744], [16.4777, 8.7067, 12.6354], [14.1811, 9.4940, 12.2212], [13.3081, 11.0152, 10.2410], [14.7599, 10.9735, 9.3152], [13.9538, 12.5518, 9.5424], [15.8446, 12.6178, 11.2153], [14.4803, 12.0491, 12.0040], [16.0981, 7.6846, 12.5439], [16.8188, 8.9156, 13.6378], [17.2922, 8.7829, 11.9414], [12.9712, 6.0531, 8.6570], [12.6384, 7.3126, 9.4034], [11.3335, 7.2189, 10.0173], [10.7396, 8.3308, 10.4552], [9.4542, 7.9692, 11.2248], [11.1727, 9.4380, 10.3657], [12.7978, 5.1552, 9.2211], [13.9786, 6.0896, 8.2639], [12.2468, 5.9132, 7.8117], [13.3761, 7.5778, 10.1848], [12.6044, 8.2508, 8.7836], [9.7549, 7.9025, 12.2968], [9.1650, 6.9794, 10.9525], [8.7743, 8.7649, 11.0172], [9.2139, 17.7162, 12.5273], [10.3382, 18.0526, 13.4865], [10.9044, 19.2622, 12.9798], [11.8018, 19.1166, 11.9883], [12.4044, 20.4236, 11.6368], [12.2019, 18.0625, 11.5048], [8.7002, 16.8224, 12.8880], [9.6887, 17.4786, 11.5552], [8.5424, 18.6531, 12.4914], [9.9866, 18.3177, 14.4324], [11.1549, 17.3041, 13.5513], [12.5626, 20.2477, 10.5275], [13.2367, 20.6059, 12.3247], [11.7603, 21.2943, 11.8420], [15.5872, 16.5237, 11.1707], [15.1329, 17.4819, 12.2591], [15.4706, 16.9259, 13.5199], [16.6063, 17.2330, 14.1633], [16.6276, 16.5849, 15.5076], [17.4164, 18.0066, 13.7459], [16.6199, 16.6675, 11.1331], [15.2427, 16.8131, 10.1388], [15.2304, 15.4678, 11.4536], [15.6171, 18.4367, 12.1348], [14.0581, 17.7179, 12.3445], [16.2770, 15.5805, 15.3030], [15.8873, 17.1193, 16.0651], [17.6450, 16.5724, 15.9797], [14.4510, 13.5574, 15.2849], [13.4616, 13.5010, 14.2858], [12.9290, 12.2052, 14.0640], [11.8946, 12.2178, 13.1206], [11.5467, 13.3756, 12.3584], [12.0807, 14.6125, 12.6807], [13.0550, 14.6546, 13.6558], [13.3076, 11.3213, 14.5581], [11.3972, 11.2976, 12.7994], [10.7170, 13.2264, 11.6592], [11.7784, 15.4972, 12.1591], [13.4636, 15.6386, 14.0202]]}

---

Entry 2:
{"formula": "C38H70AlN8O2", "method": "ωB97M-V with the def2-TZVPD basis set", "charge": 1, "fmax_ev_per_a": 2.5, "de_lowest_ev": 0.000, "homo_lumo_gap_ev": 3.4151, "e_homo_ha": -0.4278, "energy_ha": -2320.30801, "elements": ["Al", "C", "C", "C", "O", "H", "H", "H", "H", "H", "H", "H", "C", "C", "C", "O", "H", "H", "H", "H", "H", "H", "H", "C", "C", "C", "C", "N", "H", "H", "H", "H", "H", "H", "H", "C", "C", "C", "C", "N", "H", "H", "H", "H", "H", "H", "H", "C", "C", "C", "C", "N", "H", "H", "H", "H", "H", "H", "H", "C", "C", "C", "C", "N", "H", "H", "H", "H", "H", "H", "H", "C", "C", "C", "C", "N", "H", "H", "H", "H", "H", "H", "H", "C", "C", "C", "C", "N", "H", "H", "H", "H", "H", "H", "H", "C", "C", "C", "C", "N", "H", "H", "H", "H", "H", "H", "H", "C", "C", "C", "C", "N", "H", "H", "H", "H", "H", "H", "H"], "coordinates": [[-4.3127, -1.6065, 2.5037], [-0.4620, 0.8344, 0.1521], [-1.2162, -0.3390, 0.7843], [-0.3639, -1.4400, 1.4102], [-2.2590, 0.0211, 1.5261], [-1.1813, 1.4674, -0.3753], [0.2032, 0.5546, -0.6694], [0.1237, 1.4198, 0.8635], [-1.6640, -0.8050, -0.1432], [-0.0681, -1.1517, 2.4172], [0.4868, -1.6464, 0.7583], [-0.9444, -2.3642, 1.4770], [-0.0781, -3.0937, 4.8211], [-1.5737, -2.9539, 5.2999], [-1.6895, -1.8099, 6.3192], [-2.3509, -2.7717, 4.2328], [0.2326, -2.1949, 4.2977], [-0.0258, -3.9282, 4.1235], [0.5019, -3.3319, 5.7093], [-1.8568, -3.9135, 5.7572], [-1.3894, -0.8461, 5.9064], [-1.0555, -1.9908, 7.1873], [-2.7308, -1.7542, 6.6319], [-2.9108, 5.3282, 0.4994], [-3.1830, 4.3149, -0.6149], [-4.5798, 3.6823, -0.5493], [-4.8854, 3.0640, 0.7430], [-5.1215, 2.5511, 1.7441], [-3.4458, 6.2578, 0.2959], [-1.8467, 5.5589, 0.5369], [-3.2617, 5.0039, 1.4811], [-2.3982, 3.5599, -0.6516], [-3.1747, 4.8687, -1.5561], [-4.5897, 2.8732, -1.2859], [-5.3921, 4.3551, -0.8207], [-2.0216, 0.9660, -4.0676], [-2.8490, -0.1589, -4.7406], [-2.1559, -1.4950, -4.5405], [-0.8340, -1.6202, -5.1519], [0.1792, -1.7692, -5.6651], [-1.7478, 0.7090, -3.0404], [-2.5787, 1.8989, -3.9778], [-1.1219, 1.1166, -4.6664], [-3.0146, 0.1050, -5.7802], [-3.7674, -0.1303, -4.1518], [-2.7940, -2.2965, -4.9292], [-2.0573, -1.8010, -3.4944], [4.5682, 3.1386, 0.8900], [3.3337, 2.2424, 1.0986], [3.6132, 0.7437, 1.3620], [4.4757, 0.1940, 0.3274], [5.1931, -0.1598, -0.4941], [5.3586, 2.9344, 1.6083], [4.1375, 4.1305, 1.0219], [4.9666, 3.0044, -0.1142], [2.6564, 2.2036, 0.2424], [2.8100, 2.6559, 1.9629], [2.7000, 0.1840, 1.5560], [4.1848, 0.6930, 2.2969], [4.3992, -1.4529, -4.6425], [4.1965, 0.0186, -4.9840], [4.2321, 0.9765, -3.7851], [3.1919, 0.7037, -2.7970], [2.3623, 0.4615, -2.0420], [3.5265, -1.6919, -4.0237], [5.3105, -1.7147, -4.1146], [4.2179, -2.0859, -5.5098], [3.2790, 0.1185, -5.5665], [4.9916, 0.3698, -5.6487], [4.1731, 2.0155, -4.1099], [5.2147, 0.8601, -3.3214], [-3.2853, -7.7111, 1.2371], [-1.7841, -7.4560, 1.1942], [-1.3390, -6.2358, 2.0365], [-2.1238, -5.0524, 1.6544], [-2.7735, -4.1346, 1.4100], [-3.9371, -6.8639, 1.4676], [-3.5679, -8.5099, 1.9192], [-3.6145, -7.9733, 0.2293], [-1.4236, -7.2476, 0.1882], [-1.2640, -8.3327, 1.5750], [-0.2755, -6.0270, 2.0916], [-1.7487, -6.3805, 3.0467], [0.4759, 4.6750, 3.6889], [0.2487, 3.1756, 3.5759], [-1.2311, 2.7489, 3.5555], [-2.0787, 3.1173, 4.6807], [-2.7285, 3.4094, 5.5811], [1.5439, 4.8306, 3.8428], [-0.1199, 5.1312, 4.4744], [0.2358, 5.1203, 2.7210], [0.7032, 2.5460, 4.3494], [0.7012, 2.7595, 2.6705], [-1.2861, 1.6519, 3.5644], [-1.6552, 3.0537, 2.5951], [0.2884, -4.9476, -1.0760], [0.0193, -3.7563, -1.9849], [1.2872, -2.9481, -2.3350], [2.5187, -3.7089, -2.5166], [3.5188, -4.2527, -2.6537], [-0.4878, -5.7095, -1.1239], [0.3625, -4.5738, -0.0493], [1.2177, -5.4396, -1.3567], [-0.7561, -3.0224, -1.7646], [-0.2941, -4.2010, -2.9391], [1.4620, -2.2468, -1.5139], [1.1815, -2.3972, -3.2723], [0.6803, 4.2624, -0.4598], [1.0659, 3.7702, -1.8550], [2.3694, 4.3459, -2.4017], [2.5523, 5.7560, -2.0774], [2.6719, 6.8573, -1.7920], [1.4331, 4.0118, 0.3000], [-0.2288, 3.8881, 0.0122], [0.6986, 5.3538, -0.3984], [0.2757, 4.1403, -2.5172], [0.9636, 2.6869, -1.8219], [2.4007, 4.2041, -3.4849], [3.2597, 3.7909, -2.0867]]}

---

no.,LUMO (eV)
1,0.6
2,-8.2